DFT (ωB97M-V with the def2-TZVPD basis set) results for 2 unconnected molecules or ions with the total composition C23H17ClF4O2 in a non-equilibrium geometry.

Positions of all 47 atoms, in Å:
F -3.1696 2.9147 -2.1179
C -2.8817 1.5676 -2.1283
C -3.9541 0.6822 -2.1819
C -3.6308 -0.6681 -2.0645
F -4.6604 -1.5835 -2.0689
C -2.3427 -1.1243 -1.8670
C -1.2576 -0.1881 -1.7678
C 0.0214 -0.7212 -1.4636
C 1.3056 -0.1702 -1.7375
C 2.3693 -1.1054 -1.9691
C 3.6654 -0.6563 -2.1216
F 4.6825 -1.5889 -2.1780
C 4.0038 0.6947 -2.1624
C 2.9461 1.5919 -2.0206
F 3.2398 2.9365 -2.0668
C 1.6353 1.2135 -1.7725
C -1.5593 1.1821 -1.9915
H -4.9847 1.0238 -2.2494
H -2.1399 -2.1905 -1.7945
H 0.0207 -1.8122 -1.3373
H 2.1490 -2.1713 -1.9941
H 5.0366 1.0205 -2.2379
H 0.8762 1.9714 -1.6033
H -0.7736 1.9275 -2.0415
C -4.2243 1.5969 1.6023
C -2.8298 1.5115 2.1340
O -2.1407 0.4887 1.3947
C -0.8821 0.3305 1.9065
C -0.1022 -0.6991 1.2208
C 1.1589 -1.0727 1.7333
C 1.7395 -0.5007 2.9271
C 3.0043 -0.8679 3.3568
Cl 3.6481 -0.1610 4.7830
C 3.7860 -1.7642 2.5990
C 3.2283 -2.3583 1.4603
C 1.9290 -2.0908 1.0786
O -0.5481 1.0439 2.8765
H -4.6870 2.4948 2.0073
H -4.2825 1.6493 0.5160
H -4.8329 0.7631 1.9520
H -2.2835 2.4592 1.9833
H -2.8367 1.2506 3.2051
H -0.7054 -1.4176 0.6637
H 1.1605 0.2132 3.5025
H 4.8067 -1.9548 2.9107
H 3.8311 -3.0360 0.8692
H 1.4653 -2.6249 0.2552

- Orbital gap: 4.792 eV
- E_tot: -1896.687839 Ha
- LUMO level: -2.55 eV
- Energy relative to the best compared isomer or geometry (same formula, charge and spin): 0.0 kJ/mol
- Highest occupied orbital energy: -7.3439 eV

Table of natural (NBO) atomic charges, one value per atom, all in e:
1 F -0.33
2 C 0.43
3 C -0.34
4 C 0.42
5 F -0.33
6 C -0.26
7 C -0.05
8 C -0.09
9 C -0.06
10 C -0.25
11 C 0.41
12 F -0.33
13 C -0.33
14 C 0.43
15 F -0.32
16 C -0.27
17 C -0.27
18 H 0.26
19 H 0.23
20 H 0.21
21 H 0.23
22 H 0.26
23 H 0.23
24 H 0.23
25 C -0.63
26 C -0.07
27 O -0.51
28 C 0.73
29 C -0.28
30 C 0.01
31 C -0.24
32 C -0.04
33 Cl 0.02
34 C -0.21
35 C -0.22
36 C -0.19
37 O -0.62
38 H 0.22
39 H 0.21
40 H 0.21
41 H 0.19
42 H 0.20
43 H 0.23
44 H 0.27
45 H 0.23
46 H 0.22
47 H 0.20